1.
This record from the Open Molecules 2025 dataset describes a molecular structure, C3H5ClS in a non-equilibrium geometry. The level of theory is wB97M-V/def2-TZVPD.

Each line ends with the Mulliken charge.
Cartesian coordinates (Å):
1 C -1.173 -0.384 -1.073  -0.6728
2 C -0.790 0.190 0.041  0.2727
3 C 1.147 0.689 0.173  -0.5985
4 S 1.857 -0.788 0.918  -0.1409
5 Cl -1.674 0.525 1.467  -0.1395
6 H -2.260 -0.525 -1.336  0.2394
7 H -0.635 -0.830 -1.919  0.2502
8 H 1.264 1.500 0.997  0.3315
9 H 1.396 0.721 -0.861  0.3576
10 H 0.868 -1.099 1.592  0.1003

Calculated values
net charge: 0
spin multiplicity: 1
ΔE to the lowest compared entry with this formula, charge and spin: 55.3 kcal/mol
gap between HOMO and LUMO: 0.355 Ha
E_LUMO: 0.029 Ha
energy: -26546.57171 eV
HOMO energy: -8.86 eV

=====

2.
This record from the Open Molecules 2025 dataset describes a molecular structure, C3H5CoLiO4 in a non-equilibrium geometry. The level of theory is wB97M-V/def2-TZVPD.

Each line ends with the Mulliken charge.
Cartesian coordinates (Å):
1 O -0.363 1.490 -0.069  -0.1520
2 C -0.559 2.216 1.089  1.3378
3 C 0.004 0.237 0.006  0.3321
4 O -0.995 3.381 0.917  -0.8133
5 O -0.429 1.708 2.204  -0.5456
6 C 0.587 -0.370 -1.168  -1.0869
7 Co -0.933 3.412 2.908  1.2094
8 H -0.404 -0.347 0.840  0.5750
9 H 1.548 -0.255 -0.383  0.4806
10 H 0.045 -0.106 -2.093  0.5155
11 H 0.493 -1.474 -1.093  0.5001
12 Li -1.482 4.406 -0.621  0.9638
13 O 2.632 -0.032 -2.086  0.2058
14 H 2.518 0.076 -3.050  0.4777

Calculated values
net charge: +4
spin multiplicity: 6
ΔE to the lowest compared entry with this formula, charge and spin: 49.6 kcal/mol
⟨S²⟩: 8.765
gap between HOMO and LUMO (spin up / spin down): 0.412 / 0.303 Ha
E_LUMO (spin up / spin down): -0.664 / -0.792 Ha
energy: -49154.76431 eV
HOMO energy (spin up / spin down): -29.30 / -29.80 eV

=====

3.
This record from the Open Molecules 2025 dataset describes C3H5F in the gas phase in a non-equilibrium geometry. The level of theory is wB97M-V/def2-TZVPD.

Each line ends with the Mulliken charge.
Cartesian coordinates (Å):
1 C -0.220 -1.114 0.639  -0.6113
2 C -0.405 0.165 0.525  -0.2317
3 C 0.325 0.815 -0.686  -0.1676
4 F 0.593 0.043 -1.796  -0.2674
5 H -0.552 -1.675 1.576  0.2199
6 H 0.157 -1.758 -0.201  0.2226
7 H -0.787 0.651 1.317  0.3922
8 H 1.241 1.281 -0.249  0.2226
9 H -0.351 1.592 -1.125  0.2208

Calculated values
net charge: 0
spin multiplicity: 1
ΔE to the lowest compared entry with this formula, charge and spin: 16.0 kcal/mol
structure (SMILES): C=CCF
gap between HOMO and LUMO: 0.414 Ha
E_LUMO: 0.043 Ha
energy: -5907.93897 eV
HOMO energy: -10.12 eV

=====

4.
This record from the Open Molecules 2025 dataset describes C3H5F in the gas phase in a non-equilibrium geometry. The level of theory is wB97M-V/def2-TZVPD.

Each line ends with the Mulliken charge.
Cartesian coordinates (Å):
1 C -0.799 1.175 0.795  -0.7786
2 C -0.820 0.073 0.076  0.6796
3 C 0.157 -1.007 0.115  -1.1194
4 F -1.953 -0.241 -0.818  -0.2980
5 H -1.373 2.010 0.573  0.3572
6 H 0.034 1.179 1.571  0.2072
7 H 0.110 -1.643 -0.706  0.3598
8 H 1.114 -0.544 0.122  0.3272
9 H 0.025 -1.572 1.036  0.2651

Calculated values
net charge: 0
spin multiplicity: 1
ΔE to the lowest compared entry with this formula, charge and spin: 6.9 kcal/mol
structure (SMILES): C=C(C)F
gap between HOMO and LUMO: 0.399 Ha
E_LUMO: 0.038 Ha
energy: -5908.33034 eV
HOMO energy: -9.82 eV

=====

5.
This record from the Open Molecules 2025 dataset describes 2 unconnected molecules or ions with the total composition C3H5F in a non-equilibrium geometry. The level of theory is wB97M-V/def2-TZVPD.

Each line ends with the Mulliken charge.
Cartesian coordinates (Å):
1 C 1.434 -0.604 0.369  -0.3355
2 C 0.798 -0.463 -0.738  -0.3584
3 C -1.467 0.594 -0.103  -0.3511
4 F -0.853 1.739 0.483  -0.2486
5 H 2.449 -0.909 0.305  0.2873
6 H 0.894 -0.305 1.327  0.1789
7 H 0.496 -0.895 -1.664  0.3221
8 H -1.421 -0.145 0.672  0.2470
9 H -2.329 0.988 -0.652  0.2582

Calculated values
net charge: 0
spin multiplicity: 1
ΔE to the lowest compared entry with this formula, charge and spin: 110.8 kcal/mol
gap between HOMO and LUMO (spin up / spin down): 0.317 / 0.345 Ha
E_LUMO (spin up / spin down): 0.017 / 0.024 Ha
energy: -5903.82482 eV
HOMO energy (spin up / spin down): -8.19 / -8.72 eV

=====

6.
This record from the Open Molecules 2025 dataset describes C3H5F2N in the gas phase in a non-equilibrium geometry. The level of theory is wB97M-V/def2-TZVPD.

Each line ends with the Mulliken charge.
Cartesian coordinates (Å):
1 C -0.285 -0.463 0.845  -0.2748
2 C -1.205 -1.019 -0.254  -0.3203
3 C 0.465 0.707 0.260  0.1392
4 N 1.518 0.589 -0.626  -0.4351
5 F -2.454 -0.319 -0.385  -0.2748
6 F -0.357 1.784 0.136  -0.2504
7 H -0.936 -0.081 1.549  0.2568
8 H 0.327 -1.314 1.104  0.3266
9 H -0.895 -1.208 -1.277  0.3206
10 H 1.744 1.495 -1.153  0.2600
11 H 2.078 -0.172 -0.199  0.2522

Calculated values
net charge: 0
spin multiplicity: 1
ΔE to the lowest compared entry with this formula, charge and spin: 75.3 kcal/mol
gap between HOMO and LUMO (spin up / spin down): 0.326 / 0.261 Ha
E_LUMO (spin up / spin down): 0.026 / 0.017 Ha
energy: -10113.06767 eV
HOMO energy (spin up / spin down): -8.16 / -6.65 eV

=====

7.
This record from the Open Molecules 2025 dataset describes 2 unconnected molecules or ions with the total composition C3H5F2N2 in a non-equilibrium geometry. The level of theory is wB97M-V/def2-TZVPD.

Each line ends with the Mulliken charge.
Cartesian coordinates (Å):
1 C -0.731 -0.667 -0.923  -0.0666
2 C 0.634 -0.293 0.834  0.0917
3 C 0.317 1.075 0.137  0.0229
4 N -0.078 -1.283 0.034  -0.0652
5 N -0.654 0.653 -0.859  -0.0972
6 F 0.125 -0.238 2.037  -0.2700
7 F 1.425 1.514 -0.455  -0.2453
8 H -1.263 -1.303 -1.718  0.3613
9 H 1.643 -0.481 1.062  0.3512
10 H -0.187 1.998 1.182  0.3886
11 H 0.104 -2.256 -0.096  0.2708
12 H -1.337 1.279 -1.235  0.2579

Calculated values
net charge: +1
spin multiplicity: 1
ΔE to the lowest compared entry with this formula, charge and spin: 27.1 kcal/mol
gap between HOMO and LUMO: 0.437 Ha
E_LUMO: -0.171 Ha
energy: -11598.60246 eV
HOMO energy: -16.55 eV

=====

8.
This record from the Open Molecules 2025 dataset describes a molecular structure, C3H5F2NO4S2 in a non-equilibrium geometry. The level of theory is wB97M-V/def2-TZVPD.

Each line ends with the Mulliken charge.
Cartesian coordinates (Å):
1 C 1.035 0.260 0.014  -0.3512
2 C -0.115 -1.425 0.420  0.5485
3 C 1.562 0.184 -1.376  -0.9878
4 N -1.669 0.583 0.936  -0.4046
5 O -0.409 2.503 -0.270  -0.5834
6 O 0.199 1.962 1.958  -0.6583
7 O -2.696 -1.601 0.103  -0.6237
8 O -1.417 -0.128 -1.411  -0.5642
9 F 0.305 -2.481 -0.261  -0.2299
10 F -0.053 -1.637 1.787  -0.2568
11 S -0.205 1.493 0.677  1.2751
12 S -1.666 -0.665 -0.083  1.0240
13 H 1.906 0.120 0.749  0.5065
14 H 0.808 -0.098 -2.081  0.2960
15 H 2.328 -0.639 -1.426  0.3434
16 H 1.731 1.303 -1.635  0.3021
17 H -1.643 0.264 1.898  0.3644

Calculated values
net charge: 0
spin multiplicity: 1
gap between HOMO and LUMO: 0.399 Ha
E_LUMO: 0.004 Ha
energy: -39973.47656 eV
HOMO energy: -10.74 eV

=====

What is the energy in the eighth record?
-39973.47656 eV